1.
# C3H6N2O3

A single C3H6N2O3 molecule (ωB97M-V/def2-TZVPD, OMol25).

XYZ file:
```
14
Properties=species:S:1:pos:R:3:nbo_charge:R:1
O -1.21514 1.19007 -1.40795 -0.654
O 0.29291 -1.03580 -1.62787 -0.694
O 0.46687 2.01401 -0.19370 -0.596
N 1.60749 -0.44101 0.19444 -0.828
N -0.70495 -1.00316 0.44292 -0.409
C -0.13394 1.08270 -0.66319 0.749
C -0.96795 -0.61868 1.60067 -0.023
C 0.29122 -0.38551 -0.39957 0.388
H -1.39695 2.11631 -1.63171 0.499
H 0.14615 -1.99010 -1.44446 0.489
H 1.58997 -0.14079 1.16767 0.364
H -1.73041 -1.17066 2.14039 0.180
H 2.23729 0.18456 -0.32464 0.382
H -0.48256 0.19806 2.14700 0.153
```

Computed properties:
LUMO level = 0.615 eV
frontier orbital gap = 10.7 eV
net charge = 0
energy above the lowest of the compared OMol25 structures with the same formula, charge and spin = 169.0 kJ/mol

---

2.
# C3H6N2O3

A single C3H6N2O3 molecule (ωB97M-V/def2-TZVPD, OMol25).

XYZ file:
```
14
Properties=species:S:1:pos:R:3:nbo_charge:R:1
O -1.58066 0.39684 1.35138 -0.580
O 2.29878 -0.38021 0.49142 -0.384
O 1.74184 1.17692 -0.81234 -0.372
N 1.52795 0.20303 -0.21975 0.544
N -0.65330 1.99675 -0.01029 -0.826
C -0.85788 0.77417 0.45489 0.701
C 0.18195 -0.40794 -0.37963 -0.220
C -0.09252 -1.80273 0.22223 -0.619
H 0.23665 -1.97009 1.18751 0.237
H -0.42073 2.18478 -0.98635 0.425
H 0.19588 -2.59996 -0.54445 0.217
H -0.18231 -0.48525 -1.42457 0.233
H -1.21478 -1.87163 0.17203 0.235
H -1.18088 2.78532 0.49792 0.411
```

Computed properties:
LUMO level = 0.422 eV
frontier orbital gap = 10.7 eV
net charge = 0
energy above the lowest of the compared OMol25 structures with the same formula, charge and spin = 441.3 kJ/mol

---

3.
# C3H6N2O3

A single C3H6N2O3 molecule (ωB97M-V/def2-TZVPD, OMol25).

XYZ file:
```
14
Properties=species:S:1:pos:R:3:nbo_charge:R:1
O 0.59444 1.08569 -2.78822 -0.563
O 1.43864 1.80542 -0.47579 -0.729
O -1.56079 -0.92913 -2.44668 -0.377
N -0.79148 -0.53017 -1.59681 0.333
N 0.19690 0.23738 -1.66498 0.142
C -0.25855 0.20457 0.54007 -0.417
C -1.01886 -0.82953 -0.26131 -0.277
C 0.91081 0.42019 -0.49484 0.204
H 0.03804 -0.19516 1.53184 0.234
H -2.17905 -0.81103 -0.02441 0.255
H -0.77912 1.07676 0.67622 0.236
H 1.36399 2.03396 -1.49291 0.514
H 1.82972 -0.21431 -0.59319 0.209
H -0.62798 -1.86011 0.00861 0.235
```

Computed properties:
LUMO level (spin up / spin down) = -0.317 / -0.317 eV
frontier orbital gap (spin up / spin down) = 9.1 / 9.1 eV
net charge = 0
energy above the lowest of the compared OMol25 structures with the same formula, charge and spin = 717.3 kJ/mol

---

4.
# C3H6N2O3

A molecular structure, C3H6N2O3 (ωB97M-V/def2-TZVPD, OMol25).

XYZ file:
```
14
Properties=species:S:1:pos:R:3:nbo_charge:R:1
O 2.44392 1.07590 -0.70505 -0.648
O 0.05307 1.11749 0.57821 -0.676
O -1.34153 -0.50190 -0.24508 -0.532
N 0.76850 -0.89975 -0.33944 -0.620
N 2.90745 0.04128 0.29904 -0.097
C -2.54657 0.32720 -0.01969 -0.307
C -0.15599 -0.03631 0.08926 0.902
C 2.05180 -0.86592 0.22239 0.196
H 1.55421 1.52557 -0.14877 0.495
H 0.29059 -1.73867 -0.42967 0.413
H -2.13781 1.43787 -0.44597 0.230
H -3.38157 -0.19993 -0.97403 0.229
H -2.85718 0.39709 1.10978 0.229
H 2.35111 -1.67991 1.00902 0.186
```

Computed properties:
LUMO level = 0.372 eV
frontier orbital gap = 10.3 eV
net charge = 0
energy above the lowest of the compared OMol25 structures with the same formula, charge and spin = 539.5 kJ/mol

---

5.
# C3H6N2O3

A molecular structure, C3H6N2O3 (ωB97M-V/def2-TZVPD, OMol25).

XYZ file:
```
14
Properties=species:S:1:pos:R:3:nbo_charge:R:1
O 0.13205 1.36772 0.68798 -0.221
O -0.04969 3.17645 -0.23770 -0.283
O 1.38529 1.90460 -1.04685 -0.360
N 0.51893 2.16562 -0.28558 0.712
N 0.06690 -0.81534 1.77650 -0.616
C -0.43995 -1.33994 -1.64471 -0.429
C 0.51404 -0.42197 0.54384 -0.112
C -0.59261 -0.65335 -0.52803 -0.241
H -1.52092 -0.22023 -0.15279 0.185
H -1.42505 -1.40835 -2.19922 0.194
H -0.95882 -0.93330 1.92600 0.378
H 0.35503 -1.97423 -1.94036 0.210
H 0.48887 -0.54976 2.59920 0.370
H 1.52592 -0.29791 0.50171 0.211
```

Computed properties:
LUMO level (spin up / spin down) = 0.699 / -3.983 eV
spin multiplicity = 3
frontier orbital gap (spin up / spin down) = 5.9 / 5.8 eV
net charge = 0
energy above the lowest of the compared OMol25 structures with the same formula, charge and spin = 503.8 kJ/mol

---

6.
# C3H6N2O3S

A single C3H6N2O3S molecule (ωB97M-V/def2-TZVPD, OMol25).

XYZ file:
```
15
Properties=species:S:1:pos:R:3:nbo_charge:R:1
S -2.39396 0.78048 0.91198 0.127
O 0.67733 0.00915 1.30517 -0.382
O 0.90942 -0.04267 -2.05601 -0.659
O 0.41083 1.82965 -0.90415 -0.570
N 0.38588 -1.58954 -0.27915 -0.843
N 0.62530 1.27973 1.75855 -0.502
C 0.38162 0.63997 -1.04761 0.750
C -0.10513 -0.34140 0.11588 0.180
C -1.52382 -0.19134 -0.03348 -0.315
H 0.77222 -0.96870 -1.72352 0.496
H -0.40385 1.46300 1.62958 0.341
H 1.24190 -1.66524 0.18977 0.409
H 1.16905 1.92581 1.20535 0.344
H -0.21719 -2.41537 -0.13439 0.398
H -1.92961 -0.71355 -0.93797 0.224
```

Computed properties:
LUMO level = -1.075 eV
frontier orbital gap = 8.0 eV
net charge = 0
energy above the lowest of the compared OMol25 structures with the same formula, charge and spin = 278.4 kJ/mol

---

7.
# C3H6N2O3S2

A single C3H6N2O3S2 molecule (ωB97M-V/def2-TZVPD, OMol25).

XYZ file:
```
16
Properties=species:S:1:pos:R:3:nbo_charge:R:1
S 0.07542 -0.80097 2.45061 2.393
S 0.44357 1.72585 0.30294 0.667
O -1.28782 0.07094 1.45651 -0.674
O -0.66736 -1.52866 3.40523 -0.931
O 0.80628 0.34318 2.93645 -0.931
N 0.64386 -1.50222 1.24302 -1.186
N -0.93565 -0.15136 -0.78398 -0.470
C 0.00614 0.16187 -1.79635 -0.252
C 0.62269 1.51312 -1.57324 -0.517
C -0.67814 0.40012 0.40416 0.150
H 1.61974 1.51033 -1.80263 0.243
H -0.49851 0.05760 -2.76083 0.221
H 0.25783 2.29436 -2.13426 0.245
H -1.57017 -0.84354 -0.90100 0.413
H 0.68718 -0.74161 -1.76340 0.237
H 0.47493 -2.50903 1.31678 0.391
```

Computed properties:
LUMO level (spin up / spin down) = 0.114 / -4.263 eV
spin multiplicity = 3
frontier orbital gap (spin up / spin down) = 5.8 / 4.9 eV
net charge = 0
energy above the lowest of the compared OMol25 structures with the same formula, charge and spin = 76.9 kJ/mol

---

8.
# C3H6N2OS

A single C3H6N2OS molecule (ωB97M-V/def2-TZVPD, OMol25).

XYZ file:
```
13
Properties=species:S:1:pos:R:3:nbo_charge:R:1
S -1.52651 -1.16435 0.02327 -0.008
O -1.75551 1.43060 0.52014 -0.555
N 1.21658 -0.08537 -0.92548 -0.462
N 2.29682 -0.24830 -0.14813 -0.218
C 2.07571 -0.20772 1.15750 -0.204
C -1.05941 0.56630 -0.02905 0.394
C 0.27098 0.99248 -0.59596 -0.371
H 2.96469 -0.29406 1.84378 0.199
H 0.73746 1.63969 0.22803 0.249
H 0.18770 1.65262 -1.47331 0.248
H 1.50810 -0.18795 -1.94447 0.388
H -0.33863 -1.47174 -0.58933 0.165
H 1.09147 0.07575 1.72218 0.174
```

Computed properties:
LUMO level = 0.654 eV
frontier orbital gap = 9.9 eV
net charge = 0
energy above the lowest of the compared OMol25 structures with the same formula, charge and spin = 295.9 kJ/mol

---

9.
# C3H6N2OS

A single C3H6N2OS molecule (ωB97M-V/def2-TZVPD, OMol25).

XYZ file:
```
13
Properties=species:S:1:pos:R:3:nbo_charge:R:1
S -4.42545 -0.15765 -0.14909 -0.188
O -0.59593 -0.03935 0.43209 -0.374
N 3.01241 0.20689 -0.15301 -0.622
N 1.75434 -0.29074 0.30325 -0.423
C -1.79298 0.36295 -0.12425 -0.075
C -2.94947 -0.15699 0.50840 -0.373
C 0.57981 0.18458 -0.13753 0.376
H 2.84875 0.29366 -1.15817 0.362
H -1.64208 0.71714 -1.12832 0.168
H 0.38636 0.71947 -1.05745 0.175
H 1.83409 -0.50974 1.29713 0.407
H -2.73123 -0.83981 1.31444 0.194
H 3.72138 -0.49040 0.05251 0.374
```

Computed properties:
LUMO level (spin up / spin down) = 0.035 / -0.570 eV
frontier orbital gap (spin up / spin down) = 6.7 / 5.7 eV
net charge = 0
energy above the lowest of the compared OMol25 structures with the same formula, charge and spin = 563.9 kJ/mol

---

10.
# C3H6N2OS

A single C3H6N2OS molecule (ωB97M-V/def2-TZVPD, OMol25).

XYZ file:
```
13
Properties=species:S:1:pos:R:3:nbo_charge:R:1
S 0.57310 0.70143 1.54031 1.243
O 1.26564 2.02365 1.60831 -0.980
N -2.45891 -1.88958 -0.96076 -0.735
N -1.49072 0.01893 0.09314 -0.526
C -0.59625 1.01216 0.20022 -0.423
C -1.81378 -0.98699 -0.44849 0.691
C 1.67593 -0.26486 0.39268 -0.802
H 2.24443 0.41148 -0.22078 0.240
H 1.10667 -0.81642 -0.23851 0.210
H 0.10560 1.36834 -0.72377 0.206
H -2.27262 -2.80949 -1.10107 0.399
H -1.10819 1.96832 0.42219 0.242
H 2.45679 -0.74139 1.06701 0.235
```

Computed properties:
LUMO level = 0.557 eV
frontier orbital gap = 9.9 eV
net charge = 0
energy above the lowest of the compared OMol25 structures with the same formula, charge and spin = 362.9 kJ/mol

---

11.
# C3H6N2OS

A single C3H6N2OS molecule (ωB97M-V/def2-TZVPD, OMol25).

XYZ file:
```
13
Properties=species:S:1:pos:R:3:nbo_charge:R:1
S 1.81894 0.87377 -0.78304 -0.174
O -0.39330 0.03204 -1.35527 -0.458
N 0.35640 -0.15895 0.96054 -0.648
N -1.94738 -0.10551 1.69708 -0.677
C -0.64921 -0.26965 1.92970 0.256
C 0.38862 0.21070 -0.34468 0.403
C -1.28427 -1.08307 -1.32706 -0.299
H -2.31397 -0.23594 2.72493 0.346
H -2.12681 -0.91901 -0.68901 0.230
H 1.27843 -0.24997 1.27740 0.436
H -0.33165 -0.56413 3.00263 0.184
H -1.31778 -1.69884 -2.38143 0.227
H -0.73882 -1.86546 -0.71486 0.175
```

Computed properties:
LUMO level = 0.192 eV
frontier orbital gap = 8.5 eV
net charge = 0
energy above the lowest of the compared OMol25 structures with the same formula, charge and spin = 335.2 kJ/mol

---

12.
# C3H6N2OS

A single C3H6N2OS molecule (ωB97M-V/def2-TZVPD, OMol25).

XYZ file:
```
13
Properties=species:S:1:pos:R:3:nbo_charge:R:1
S 0.39069 1.80494 0.02111 -0.162
O 2.83175 0.08531 -0.30506 -0.701
N -2.01109 -0.54505 -0.05458 -0.250
N -0.64821 -0.69343 -0.08171 -0.401
C 0.38965 0.14282 -0.00214 0.098
C -2.56777 0.60838 -0.10439 -0.104
C 1.72921 -0.62517 0.15314 -0.109
H 1.67061 -1.49247 -0.40158 0.180
H 1.78499 -0.84414 1.21776 0.179
H -0.48631 -1.66788 -0.04214 0.393
H -2.05680 1.59672 -0.22823 0.206
H 2.63903 1.02421 -0.07399 0.484
H -3.66575 0.60575 -0.09819 0.187
```

Computed properties:
LUMO level = 0.083 eV
frontier orbital gap = 9.0 eV
net charge = 0
energy above the lowest of the compared OMol25 structures with the same formula, charge and spin = 268.1 kJ/mol